This record from the OMol25 dataset describes 2 unconnected molecules or ions with the total composition C7H18N3O. The level of theory is ωB97M-V with the def2-TZVPD basis set.

Its net charge is +1. The value obtained for the HOMO-LUMO gap is 9.47 eV. Its relative energy (zero: lowest compared OMol25 entry of this formula, charge and spin) is 0.0 kcal per mole. The value obtained for the total energy is -14063.5348 eV. The value obtained for the HOMO energy is -12.33 eV.

```
29
C7H18N3O (ωB97M-V with the def2-TZVPD basis set)
O 0.9860 -0.9070 0.6560
C 1.4300 -0.7631 2.0006
C 1.7888 -1.8515 -0.0433
C 2.8630 -0.2541 2.0696
C 3.2454 -1.4142 -0.1090
C 3.7893 -1.1991 1.3037
H 0.7223 -0.0626 2.4842
H 1.3493 -1.7364 2.5218
H 1.3432 -1.9458 -1.0522
H 1.7127 -2.8386 0.4519
H 2.9022 0.7566 1.6198
H 3.1723 -0.1634 3.1287
H 3.8361 -2.1767 -0.6522
H 3.3064 -0.4695 -0.6828
H 3.8247 -2.1731 1.8286
H 4.8202 -0.7970 1.2706
C -2.4942 1.3751 -1.1702
N -2.7088 0.1970 -0.5807
N -3.5116 2.0420 -1.7037
N -1.2547 1.8768 -1.2200
C -4.8920 1.5684 -1.6935
H -3.6552 -0.1893 -0.5410
H -1.9278 -0.3195 -0.1687
H -3.3116 2.9417 -2.1476
H -1.0865 2.7794 -1.6710
H -0.4755 1.3581 -0.8072
H -5.5194 2.3188 -2.2031
H -5.2644 1.4394 -0.6633
H -4.9904 0.6075 -2.2261
```

This record from the OMol25 dataset describes a molecular structure, C22H26BrN3O4 at a distorted geometry. The level of theory is ωB97M-V with the def2-TZVPD basis set.

The value obtained for the HOMO-LUMO gap is 8.83 eV. Its relative energy (zero: lowest compared OMol25 entry of this formula, charge and spin) is 418.3 kcal per mole. The value obtained for the total energy is -105922.6279 eV. The value obtained for the HOMO energy is -8.47 eV.

```
56
C22H26BrN3O4 (ωB97M-V with the def2-TZVPD basis set)
C -2.1108 -1.4663 -3.8948
C -2.4406 -0.9347 -2.4002
O -1.3969 -0.1103 -1.9399
C -1.5606 1.2608 -2.5858
C -2.5022 2.1798 -1.7063
C -1.4235 2.6365 -0.5397
N -0.7179 1.5779 0.0171
C 0.4155 1.2897 0.4956
O 1.2100 2.2420 0.4406
C 0.9641 0.0470 0.9990
N 0.2678 -0.6009 2.0678
C -0.1461 -1.9384 2.2358
O -0.9102 -2.1130 3.2294
N 0.2662 -2.6804 1.3351
C 0.5246 -2.3549 0.0144
C 0.7828 -3.1110 -1.1011
C 1.0310 -2.6240 -2.3115
C 1.4978 -1.3809 -2.5271
C 1.4172 -0.6254 -1.2937
C 1.1278 -0.9182 -0.1909
H 1.6813 0.4059 -1.6377
Br 2.1792 -0.8813 -4.2710
H 1.2471 -3.5271 -3.0510
H 0.5850 -4.1626 -0.8912
H -0.1152 -3.8945 1.5295
C -0.3465 0.5166 3.0709
C 0.4488 1.4542 3.5950
C 0.1370 2.1604 4.6401
C -1.1991 2.5029 4.6765
C -2.1594 1.6797 4.1063
C -1.6689 0.5460 3.2615
H -2.4815 -0.0781 2.6477
C -3.6259 1.7153 4.3651
H -3.9810 1.6111 5.2946
H -4.2289 1.0334 3.6615
H -3.8676 2.6190 4.1880
C -1.9150 3.3615 5.7526
H -2.2326 4.3289 5.2281
H -2.2970 2.9778 6.5371
H -0.7721 3.9617 6.1010
H 0.8287 3.0990 5.1013
H 1.8859 1.2664 3.4229
O 2.3457 0.1948 1.3330
H 2.4871 1.2215 1.2060
H -1.2972 0.4203 0.0660
H -2.1414 3.1579 0.4040
H -0.6801 3.3723 -0.7249
H -3.2579 1.7876 -1.2507
H -2.6304 2.9253 -2.1165
H -1.8842 1.1803 -3.6917
H -0.5012 1.5542 -2.7066
H -3.4034 -0.5767 -2.4292
H -2.4330 -1.8522 -1.6131
H -1.1760 -1.8638 -3.9741
H -2.1900 -0.5850 -4.6072
H -2.7191 -2.1920 -4.0954
```

This record from the OMol25 dataset describes a molecular structure, C9H27O5Y at a distorted geometry. The level of theory is ωB97M-V with the def2-TZVPD basis set.

Its net charge is +2. The value obtained for the HOMO-LUMO gap is 3.42 eV. Its relative energy (zero: lowest compared OMol25 entry of this formula, charge and spin) is 0.0 kcal per mole. The value obtained for the total energy is -21032.6386 eV. The value obtained for the HOMO energy is -13.68 eV.

```
42
C9H27O5Y (ωB97M-V with the def2-TZVPD basis set)
Y 1.5450 -2.6039 -3.0591
C -0.6547 -0.6039 -1.1985
O 0.2571 -1.2991 -2.0013
H -0.8472 0.3877 -1.6227
H -1.6361 -1.0902 -1.1935
H -0.2706 -0.4944 -0.1876
C -2.2753 -5.0814 -3.6022
C -1.5453 -3.7908 -3.3190
O -0.2443 -3.7479 -4.1143
H -1.5303 -5.8860 -3.6834
H -2.8280 -5.0774 -4.5366
H -2.8575 -5.4224 -2.7480
H -1.2257 -3.7559 -2.2792
H -2.1394 -2.9308 -3.6141
H -0.4874 -3.5460 -5.0328
C -0.2529 -0.3843 3.0015
C -0.3117 1.1103 3.2554
O 0.2427 1.4404 4.5430
H -1.0091 -0.9100 3.5831
H 0.7253 -0.8422 3.1355
H -0.5622 -0.5653 1.9587
H -1.3527 1.4310 3.1938
H 0.2066 1.6775 2.4732
H 1.1900 1.5603 4.4439
C -0.5901 3.4841 -0.0670
C -1.1082 4.2490 1.1500
O -0.3004 5.4127 1.3569
H -1.1278 2.5179 -0.0872
H 0.4710 3.2793 -0.0970
H -1.0513 3.9302 -0.9501
H -1.1387 3.6382 2.0606
H -2.1555 4.4939 0.9315
H -0.7455 5.9736 1.9988
C 2.1996 1.0548 0.3386
C 3.3407 0.2783 0.9497
O 3.0761 -1.1212 0.7556
H 2.0556 0.7077 -0.6878
H 2.3917 2.1254 0.3054
H 1.2375 0.9235 0.8332
H 3.4111 0.5207 2.0125
H 4.2624 0.5793 0.4428
H 3.6359 -1.6225 1.3577
```